1.
Here is a 7-piece molecular cluster, C28H77N7O7 overall from the OMol25 dataset. Energies are from ωB97M-V/def2-TZVPD.

Geometry as XYZ:
```
119
Properties=species:S:1:pos:R:3
O 6.5831 -2.0849 1.0637
O 4.7555 3.4462 2.2022
O -6.0310 -0.9276 -2.6828
O -2.5078 -1.6928 1.0673
O 1.7631 -1.8860 1.8243
O -4.4197 3.2371 -1.6355
O 0.1959 -0.1221 -1.3843
N 3.3877 0.8719 2.7674
N -2.6397 2.8178 -4.8484
N -3.3220 1.5121 2.6413
N 1.5455 -1.6690 5.5188
N 5.0081 -1.6067 -1.2432
N 3.3354 1.8494 -1.9368
N -5.0847 -1.8818 -5.2330
C -0.3508 -1.3075 -1.9917
C 1.4089 0.1626 -1.9825
C 5.6887 4.3779 2.7379
C -1.8079 1.1573 0.7006
C 2.9206 -3.1636 4.1268
C 4.0276 -3.8725 -1.0688
C -3.4509 -2.2696 -3.4627
C 0.7980 -2.2904 0.9501
C 2.1263 -1.8146 4.2305
C -2.9205 0.6244 1.5186
C -3.3842 3.0056 -2.5713
C -4.9246 2.2148 -4.4159
C 1.0331 2.5389 -1.4216
C -5.9676 -2.3294 -2.8852
C 4.6472 -2.6770 -0.3223
C -3.8004 3.1526 -3.9801
C 1.4619 2.3073 3.6453
C -4.9112 -2.6626 -3.9654
C -5.6394 -0.4476 -1.3809
C 2.0489 1.3857 -1.2982
C 1.0969 -1.7295 3.0461
C -4.7235 4.5897 -1.5042
C -2.6715 -0.7524 2.0797
C 3.7024 3.3207 3.1582
C 6.0319 -1.3547 2.1931
C 5.7775 -3.1478 0.6429
C 2.7564 2.2314 2.7926
C -2.4651 -3.0487 1.4667
H -5.0038 -3.7332 -4.0877
H 0.7108 1.6063 3.2473
H -0.7887 -1.1005 -3.0279
H -1.0897 -1.7049 -1.2799
H 0.3260 -2.5802 3.1212
H -5.7755 2.2222 -3.7403
H 6.6294 4.3493 2.2872
H -3.1963 1.8932 -2.4928
H -6.0075 -2.2329 -5.5767
H -2.9140 -2.7404 -2.6574
H 2.2195 -3.9507 4.4296
H -5.3300 2.4900 -5.3915
H -2.2259 -3.5807 0.6036
H 2.8343 -0.9448 4.0366
H -5.5172 4.7616 -0.7944
H -1.8062 -0.7486 2.7747
H -5.7858 -2.9240 -1.9452
H 0.0915 -1.5449 0.6939
H 1.2406 0.3255 -3.0842
H -2.2862 1.8979 -4.5533
H 3.6543 -3.1899 4.9478
H -1.6875 -3.2805 2.2016
H 0.3888 -2.0985 -2.2077
H -6.9122 -2.6982 -3.2854
H 2.5246 2.5542 1.7363
H -3.4702 -3.3240 1.8958
H 1.0880 3.3467 3.5190
H -4.6886 0.1009 -1.4305
H -0.8476 1.1505 1.3122
H 0.8976 2.6876 -2.4668
H 4.8554 -4.2744 -1.6119
H -3.3906 -1.1925 -3.2199
H -3.7503 4.9746 -0.9939
H -4.4912 1.2271 -4.5436
H 2.0815 -0.7393 -1.9760
H -3.7421 2.3130 2.1938
H 2.7666 0.2710 2.1899
H 6.4388 -0.3305 2.2635
H 3.3026 -3.2823 3.1606
H -2.5198 3.6112 -2.3623
H -1.6826 0.6897 -0.2405
H -1.9999 2.2277 0.5960
H -4.9291 5.2338 -2.3764
H 5.8953 4.3130 3.7717
H 3.3282 -3.5067 -1.8300
H 1.6551 2.1063 4.6773
H 1.9285 -0.9367 6.0797
H 4.0793 3.3574 4.1936
H 5.5501 -0.8599 -0.8567
H -5.2931 -0.9271 -4.9422
H -2.7762 -2.4461 -4.2905
H 3.7614 -2.3585 0.2623
H 5.4878 -1.9789 -2.0797
H 3.1215 4.2395 3.0381
H 3.5805 -4.5486 -0.4014
H 3.2281 2.2842 -2.8370
H -4.1217 4.2202 -4.0671
H -5.5572 -1.2575 -0.7155
H 0.5871 -1.8703 5.7104
H 0.0828 2.2694 -0.9127
H -1.8882 3.4719 -4.7819
H 4.0603 1.2333 -1.8636
H -2.4620 1.8401 3.1309
H -3.8297 0.5191 0.9302
H 0.1794 -3.1373 1.3307
H 4.1779 0.9047 2.1942
H 0.6221 -0.7024 3.0504
H 5.2299 5.3557 2.6532
H 1.4618 3.4274 -1.0187
H 1.3350 -2.5123 0.0989
H 6.3469 -1.7880 3.1585
H 4.9458 -1.3648 2.1248
H 2.2532 1.2018 -0.3036
H 6.3497 -3.9274 0.1747
H -3.4990 -1.1546 2.6968
H -6.3915 0.2512 -0.9664
H 5.2811 -3.5208 1.5671
```

Its frontier orbital gap is 0.344 Eh. Its LUMO energy is 0.66 eV. As for the SMILES: COC[C@H](C)N.COC[C@H](C)N.COC[C@H](C)N.COC[C@H](C)N.COC[C@H](C)N.COC[C@H](C)N.COC[C@H](C)N.



2.
Here is a 7-piece molecular cluster, C28H77N7O7 overall from the OMol25 dataset. Energies are from ωB97M-V/def2-TZVPD.

Geometry as XYZ:
```
119
Properties=species:S:1:pos:R:3
O -4.1471 -36.6992 -15.4447
O -5.5602 -42.0802 -17.6348
O -1.8756 -40.9789 -22.1451
O -10.0640 -41.8229 -14.6737
O -7.2525 -38.2875 -12.5292
O -5.5094 -44.2507 -21.5798
O -6.0828 -38.8544 -21.3424
N -7.8615 -35.7670 -20.5646
N -4.0093 -38.7528 -17.8977
N -8.3133 -41.7962 -12.3307
N -13.0201 -42.9917 -12.8658
N -1.0509 -38.7287 -19.3705
N -6.8945 -47.5783 -22.5320
N -4.5719 -33.2586 -16.6646
C -9.7434 -41.4507 -16.0061
C -6.0126 -39.3656 -16.7077
C -1.5940 -40.5663 -20.7827
C -4.9049 -39.0935 -22.0795
C -6.8752 -46.2393 -21.8619
C 0.6001 -39.3149 -21.0143
C -11.3413 -42.2602 -14.6072
C -7.6870 -37.1744 -20.5556
C -11.6238 -42.8431 -13.2782
C -6.9994 -46.3375 -20.3562
C -0.8797 -39.2351 -20.6490
C -7.0046 -40.4261 -10.5796
C -10.8545 -44.1845 -13.0834
C -4.8475 -41.0058 -18.3007
C -5.9460 -43.2518 -22.4855
C -3.1435 -37.5336 -14.8094
C -7.9832 -40.5133 -11.8243
C -4.9669 -34.6303 -16.2392
C -5.4996 -45.5897 -22.1265
C -6.3244 -42.8331 -18.5390
C -7.5500 -39.5910 -12.9908
C -2.2089 -42.3268 -22.3807
C -6.7010 -37.4102 -13.4590
C -8.8602 -37.6109 -21.4160
C -4.6833 -39.8617 -17.2543
C -3.8229 -35.3964 -15.6929
C -6.3769 -37.5552 -21.3575
C -5.5167 -35.3156 -17.4666
H -7.2593 -45.2829 -19.8065
H -3.8265 -41.1770 -18.5918
H 1.3461 -39.6813 -20.3507
H -6.1369 -48.1013 -22.2180
H -4.8821 -35.5808 -18.2648
H -7.9074 -45.5933 -22.0596
H -8.7003 -35.3154 -20.1476
H -7.6549 -35.3165 -21.5881
H -10.9810 -44.6935 -11.9995
H -2.6274 -40.3996 -20.2953
H -7.5328 -41.3246 -9.8262
H -9.8888 -37.4073 -20.9851
H -1.0931 -41.2724 -20.3189
H -7.0077 -43.4863 -22.4383
H -5.8257 -37.8705 -13.9525
H -1.1907 -43.0447 -22.1389
H -3.0718 -37.0212 -13.9670
H -5.7772 -34.5851 -15.6978
H -7.4441 -37.0009 -14.3550
H -7.1647 -39.6438 -9.9946
H -10.2810 -40.5172 -16.2572
H -8.5188 -41.4760 -16.0171
H -11.1800 -44.8317 -13.9406
H -6.0210 -40.8112 -10.7312
H -6.3830 -40.2046 -15.9464
H -4.0634 -38.8170 -21.1857
H -4.5551 -38.4388 -18.6136
H -2.1331 -38.5563 -19.3092
H -7.0321 -42.1304 -18.8244
H -2.4507 -42.4518 -23.3838
H -8.9560 -41.6893 -13.1708
H -9.0379 -38.6299 -21.2598
H -4.0830 -37.8471 -17.2308
H -4.6875 -46.0152 -21.8149
H -2.4974 -37.6471 -15.5353
H -7.8350 -46.9704 -20.0365
H -1.4687 -38.4163 -21.3948
H -6.9397 -47.5028 -23.5380
H -6.0493 -38.3615 -16.1743
H -4.8748 -38.7708 -23.0682
H -7.8266 -37.4712 -19.5783
H 1.0821 -38.2917 -21.1220
H -11.8424 -41.3739 -14.9895
H -6.5822 -39.9234 -13.6217
H -5.7194 -42.3173 -22.0227
H -0.8279 -39.4131 -18.6309
H 0.6968 -39.7123 -22.0173
H -12.9268 -43.4682 -11.8780
H -3.0926 -35.3322 -16.6370
H -6.0826 -36.3478 -17.0770
H -6.4336 -34.8735 -17.9740
H -5.4371 -32.7166 -17.0143
H -11.7041 -42.8658 -15.4776
H -4.2883 -32.6839 -15.9008
H -5.4964 -43.3480 -23.5188
H -7.4054 -42.3379 -12.5568
H -11.1091 -42.2216 -12.6214
H -5.4655 -40.7591 -19.2620
H -6.2405 -46.6136 -19.9054
H -8.7923 -39.9119 -11.3978
H -8.3860 -39.5503 -13.8869
H -4.7681 -40.0979 -22.1575
H -6.3656 -36.9888 -22.2243
H -9.7174 -44.0162 -13.2767
H -5.2659 -45.5207 -23.1558
H -6.1901 -36.4737 -12.8954
H -3.6021 -38.5248 -14.5614
H -6.6351 -43.7279 -18.3233
H -2.9208 -42.5321 -21.5461
H -8.9181 -37.4279 -22.4274
H -5.4497 -37.1823 -20.6709
H -3.6520 -34.6470 -14.8499
H -9.8631 -42.0336 -16.6355
H -5.6978 -43.3087 -19.2827
H -13.1315 -41.9944 -12.5196
H -6.7908 -39.6431 -17.6155
H -3.8664 -40.3286 -16.5622
```

Its frontier orbital gap is 0.334 Eh. Its LUMO energy is 0.53 eV. As for the SMILES: COC[C@H](C)N.COC[C@H](C)N.COC[C@H](C)N.COC[C@H](C)N.COC[C@H](C)N.COC[C@H](C)N.COC[C@H](C)N.



Most stable structure, least stable structure: 1, 2.



1.
Here is a 2-piece molecular cluster, C5H14NO overall from the OMol25 dataset. Energies are from ωB97M-V/def2-TZVPD.

Geometry as XYZ:
```
21
Properties=species:S:1:pos:R:3
O -2.5577 1.0084 -1.3804
N -0.8428 -0.8297 -2.0468
C 1.5131 -0.8718 1.0911
C 0.8681 1.5525 1.3025
C -0.3922 -0.9508 -0.6386
C 0.8917 0.1564 1.9852
C 0.8941 -0.9797 -0.3040
H 0.0074 -0.3020 2.4383
H 1.5849 -1.9370 1.3283
H -1.2330 -0.8370 0.0269
H 1.6137 -1.1818 -1.1004
H -0.0801 1.6442 0.8007
H -1.3437 -1.6887 -2.3030
H -3.4612 0.6844 -1.3743
H 1.5127 0.2181 2.8881
H -0.0735 -0.9761 -2.7086
H 1.7663 1.7048 0.6955
H 2.5531 -0.6131 0.8815
H -2.5924 1.9396 -1.6231
H -1.4598 0.0404 -2.1331
H 0.8312 2.2190 2.1741
```

Its frontier orbital gap is 0.393 Eh. Its total charge is +1. Its LUMO energy is -3.30 eV.



2.
Here is a 2-piece molecular cluster, C5H14NO overall from the OMol25 dataset. Energies are from ωB97M-V/def2-TZVPD.

Geometry as XYZ:
```
21
Properties=species:S:1:pos:R:3
O 2.8220 -0.4442 -0.1584
N 0.5017 1.3074 0.9734
C -1.9326 0.0267 -1.3356
C 1.4539 -0.8577 -0.1394
C -1.9045 -0.2722 1.2086
C -1.1105 -0.3477 -0.0883
C 0.3638 0.2395 -0.1772
H -1.4165 0.5502 -2.1704
H -2.4458 -0.7709 -1.8902
H -0.3893 1.5192 0.2288
H -1.1477 -0.1649 1.9999
H 1.2687 -1.4729 -1.0162
H -2.7944 0.7743 -1.1629
H 1.3331 -1.4373 0.7738
H 1.3077 1.8604 0.6538
H -2.5344 0.6171 1.2153
H -1.5124 2.0604 -0.4366
H 3.1199 -0.0283 -0.9786
H -2.5015 -1.1467 1.4531
H 0.5843 0.7347 -1.1461
H -0.8328 -1.4022 -0.3070
```

Its frontier orbital gap is 0.195 Eh. Its total charge is +1. Its LUMO energy is -9.37 eV.



Most stable structure, least stable structure: 1, 2.



1.
Here is one molecule with the formula CH6N2O2S from the OMol25 dataset. Energies are from ωB97M-V/def2-TZVPD.

Geometry as XYZ:
```
12
Properties=species:S:1:pos:R:3
S 0.1971 -1.3825 -0.2969
O -1.1975 1.7347 -0.6880
O -1.2049 -0.4989 0.1791
N 0.9366 -0.4999 -1.3199
N 1.2628 -1.0787 0.9765
C -1.2387 0.8794 0.4275
H 1.6150 -1.9187 1.4085
H -0.3393 1.6251 -1.1156
H 0.5866 -0.5423 -2.2648
H 2.0156 -0.4877 0.6415
H -2.2057 1.0492 0.9153
H -0.4273 1.1202 1.1369
```

Its frontier orbital gap is 0.371 Eh. Its LUMO energy is 0.62 eV.



2.
Here is one molecule with the formula CH6N2O2S from the OMol25 dataset. Energies are from ωB97M-V/def2-TZVPD.

Geometry as XYZ:
```
12
Properties=species:S:1:pos:R:3
S 0.4491 -0.7688 1.2399
O 1.7422 0.2163 1.7046
O -0.6854 -0.5798 2.1637
N 0.4489 -0.2015 -1.6586
N -1.4271 0.1820 -0.4601
C -0.0246 0.3690 -0.5172
H 1.4028 0.8852 2.3007
H -1.7226 -0.0342 0.4470
H 0.3261 1.4655 -0.4540
H -0.0169 -1.1435 -1.8025
H 1.4553 -0.2255 -1.7373
H -1.9478 -0.1647 -1.2264
```

Its frontier orbital gap is 0.324 Eh. Its LUMO energy is 0.72 eV.



Most stable structure, least stable structure: 2, 1.



1.
Here is one molecule with the formula C5H14N2O2 from the OMol25 dataset. Energies are from ωB97M-V/def2-TZVPD.

Geometry as XYZ:
```
23
Properties=species:S:1:pos:R:3
O -0.1890 -0.9510 -1.6534
O -2.7969 -0.3932 -0.6834
N -0.4721 -1.7618 0.4795
N -1.7487 0.7413 1.1712
C 0.9526 0.5591 0.2764
C 1.9661 -0.3019 1.0082
C 1.5487 1.2311 -0.9446
C -1.3594 0.4399 -0.1622
C -0.3848 -0.6261 -0.3389
H -2.0700 1.6988 1.2475
H -2.5183 0.1119 1.3965
H 2.4123 1.8366 -0.6576
H -0.6581 -1.5061 1.4423
H -2.7465 -0.5148 -1.6393
H 1.5154 -0.7566 1.8897
H 0.5026 -1.6247 -1.6887
H 2.3578 -1.0783 0.3498
H 2.7968 0.3087 1.3711
H -1.2892 1.2506 -0.8828
H -1.1889 -2.3981 0.1490
H 0.8297 1.8922 -1.4260
H 0.6336 1.3455 0.9637
H 1.9064 0.4969 -1.6680
```

Its frontier orbital gap is 0.344 Eh. Its LUMO energy is 0.80 eV. As for the SMILES: CC(C)[C@](N)(O)[C@H](N)O.



2.
Here is a 2-piece molecular cluster, C5H14N2O2 overall from the OMol25 dataset. Energies are from ωB97M-V/def2-TZVPD.

Geometry as XYZ:
```
23
Properties=species:S:1:pos:R:3
O -0.6681 1.6213 -2.3702
O 0.1265 -2.8331 -1.9327
N 0.2181 0.0134 -0.9497
N 1.6222 1.6663 -1.8880
C 0.4460 0.7944 1.4467
C 0.2283 1.2139 -1.7177
C 0.8535 -0.2078 0.3982
C -1.9481 -0.0801 1.5016
C -0.8102 0.2503 2.3169
H -0.4782 -0.6117 -1.2278
H 0.1541 1.6810 0.9174
H -1.1692 1.0147 3.1102
H -0.4883 -0.6408 2.8381
H 1.2240 1.0991 2.1650
H 2.2850 0.9531 -2.0537
H -2.1769 0.7652 0.9339
H 2.0238 0.0093 0.1277
H 1.0937 -1.3416 0.8353
H -3.0197 -0.4483 1.9456
H -0.3866 -3.1642 -2.6117
H -2.0639 -0.7876 0.8122
H 1.0760 -3.3535 -2.0035
H 1.8579 2.3866 -2.5938
```

Its frontier orbital gap is 0.348 Eh. Its LUMO energy is 0.44 eV. As for the SMILES: CCCCNC(N)=O.O.



Most stable structure, least stable structure: 1, 2.



1.
Here is one molecule with the formula C2H8N2O3S from the OMol25 dataset. Energies are from ωB97M-V/def2-TZVPD.

Geometry as XYZ:
```
16
Properties=species:S:1:pos:R:3
S -0.1180 -0.0469 1.4449
O -1.2906 -0.7634 1.7515
O 0.1010 1.2304 2.0912
O 1.1455 -0.9963 1.7085
N 0.0050 -1.2803 -0.8395
N 1.3177 0.5557 -0.7616
C -1.1307 1.0987 -0.6074
C -0.0288 0.0927 -0.4341
H 1.0200 -1.8996 1.4113
H 0.6483 -1.4256 -1.5690
H -0.9575 -1.5339 -1.0913
H 2.0803 -0.0535 -0.9110
H -1.3302 1.2616 -1.6997
H -0.9335 1.9181 -0.0695
H -2.0597 0.5526 -0.3062
H 1.5312 1.2897 -0.1181
```

Its frontier orbital gap is 0.368 Eh. Its LUMO energy is 0.55 eV. As for the SMILES: CC(N)(N)S(=O)(=O)O.



2.
Here is one molecule with the formula C2H8N2O3S from the OMol25 dataset. Energies are from ωB97M-V/def2-TZVPD.

Geometry as XYZ:
```
16
Properties=species:S:1:pos:R:3
S 0.9039 1.2041 2.2948
O -0.3677 1.2155 3.0022
O 0.9072 -0.2888 1.2890
O 2.0820 1.2133 3.0260
N -0.0225 -0.1093 0.1989
N 1.0502 2.2131 0.9633
C -1.4022 -0.5967 0.4372
C 0.5671 -0.5483 -1.0661
H 1.2680 0.2808 -1.3876
H 0.4442 3.0627 0.7977
H -0.4356 -0.5884 -1.6411
H 1.2178 -1.3774 -0.8621
H -1.5161 -1.6328 0.0061
H 1.9787 2.2322 0.5532
H -2.0751 0.0942 0.0502
H -1.6900 -0.5769 1.6186
```

Its frontier orbital gap is 0.334 Eh. Its LUMO energy is 0.42 eV. As for the SMILES: CN(C)OS(N)(=O)=O.



Most stable structure, least stable structure: 1, 2.



1.
Here is C6H18FO3S3Sn as an isolated structure from the OMol25 dataset. Energies are from ωB97M-V/def2-TZVPD.

Geometry as XYZ:
```
32
Properties=species:S:1:pos:R:3
Sn -12.9505 20.9791 0.1555
S -12.9884 19.0326 2.1528
S -9.8817 20.2300 -0.7194
S -10.9962 21.4100 2.8394
F -14.4033 21.9869 1.6868
O -11.1211 21.2253 -0.7941
O -13.4938 19.2064 0.7470
O -11.5569 20.8459 1.4897
C -11.8947 17.5477 2.3113
C -14.3377 18.2834 3.1599
C -8.4116 21.3063 -0.2210
C -9.5814 20.2736 3.3168
C -10.0958 19.1278 0.6361
C -12.3151 20.8367 3.9952
H -7.6949 21.0620 -1.0051
H -8.7782 20.3890 2.5891
H -13.2799 21.2315 3.6769
H -11.5846 17.2656 3.3174
H -10.9602 18.5178 0.3738
H -8.6438 22.3713 -0.2149
H -9.1667 20.6091 4.2674
H -15.0265 19.1212 3.2687
H -14.0475 17.8948 4.1360
H -8.0803 20.9758 0.7634
H -10.9924 17.6649 1.7112
H -10.1756 19.4907 1.6608
H -12.3467 16.6212 1.9570
H -12.5285 19.7739 3.8814
H -9.9691 19.2567 3.3776
H -9.3167 18.3668 0.5925
H -12.0388 21.1128 5.0128
H -14.9042 17.6097 2.5170
```

Its frontier orbital gap is 0.276 Eh. Its total charge is +1. Its LUMO energy is -3.03 eV.



2.
Here is C6H18FO3S3Sn as an isolated structure from the OMol25 dataset. Energies are from ωB97M-V/def2-TZVPD.

Geometry as XYZ:
```
32
Properties=species:S:1:pos:R:3
Sn 2.6402 -2.0975 -0.3235
S 1.8771 0.8497 -3.2086
S -1.6372 -1.5630 -0.7490
S 0.7735 -0.0839 2.3421
F 1.5247 -4.2823 1.2120
O 2.3053 -0.5978 -2.8263
O -0.1439 -1.1753 -0.6407
O 2.2045 -0.3615 1.9758
C -2.0293 -1.9054 0.9983
C 0.4355 1.7143 2.3574
C 0.9247 1.5432 -1.8982
C 0.6496 0.6495 -4.5975
C -2.5477 0.0287 -0.9899
C 0.6230 -0.2661 4.1546
H 0.6761 -1.3491 4.2837
H -0.5397 2.0167 2.7401
H 0.5491 2.1368 1.3586
H 1.6184 1.6383 -1.0599
H -2.2671 0.4437 -1.9563
H 1.1197 2.2843 2.9897
H -0.3162 1.0044 -4.2426
H -1.3652 -2.6895 1.3657
H -1.7197 -1.0876 1.6475
H 1.0715 1.2993 -5.3616
H -3.0869 -2.1470 1.0873
H -0.2914 0.1275 4.5896
H 1.5575 0.0675 4.6064
H -2.3154 0.6850 -0.1534
H 0.5827 -0.3780 -4.9456
H -3.6142 -0.1871 -1.0546
H 0.7474 2.5986 -2.1219
H -0.0065 1.0838 -1.5796
```

Its frontier orbital gap is 0.284 Eh. Its total charge is +1. Its LUMO energy is -4.88 eV.



Most stable structure, least stable structure: 2, 1.